No. 1
Below is a 3-piece molecular cluster, C5H7NO overall, with properties calculated with wB97M-V/def2-TZVPD.

Calculated values
Energy relative to the best compared isomer or geometry (same formula, charge and spin)   376.7 kJ/mol
E   -324.58098 Ha
Maximum force   0.581 eV/A
E_LUMO   -0.2531 eV
HOMO energy   -9.7723 eV

Each line ends with the Mulliken charge.
Positions of all 14 atoms, in Å:
1 C -1.871 0.612 -0.176  -1.21
2 C -0.444 0.237 0.076  0.67
3 C 0.660 1.100 0.093  -0.30
4 N 1.848 0.470 0.194  -0.58
5 C 1.444 -0.814 0.790  0.21
6 O 2.065 -1.444 1.587  -0.47
7 C 0.102 -1.055 0.142  -0.39
8 H -2.037 1.673 0.033  0.36
9 H -2.549 0.027 0.452  0.31
10 H -2.141 0.428 -1.223  0.27
11 H 0.634 2.167 -0.114  0.42
12 H 1.740 -0.378 -1.019  0.33
13 H -0.451 -1.983 0.247  0.42
14 H 0.999 -1.040 -1.082  -0.04

No. 2
Below is C5H7NO as an isolated structure at a distorted geometry, with properties calculated with wB97M-V/def2-TZVPD.

Calculated values
Energy relative to the best compared isomer or geometry (same formula, charge and spin)   628.9 kJ/mol
E   -324.48493 Ha
Maximum force   3.442 eV/A
E_LUMO (alpha / beta)   0.1249 / -0.8298 eV
HOMO energy (alpha / beta)   -8.4096 / -7.3932 eV

Each line ends with the Mulliken charge.
Positions of all 14 atoms, in Å:
1 C -1.995 -0.090 -0.033  -1.25
2 C -0.522 -0.106 0.252  1.10
3 N 0.032 -1.102 1.218  -0.43
4 C 0.131 0.232 1.575  -0.52
5 C 1.842 0.413 -0.736  -0.86
6 C 0.430 0.114 -0.772  0.45
7 O 0.402 0.535 -1.970  -0.53
8 H -2.289 0.892 -0.419  0.29
9 H -2.545 -0.282 0.891  0.36
10 H -2.263 -0.849 -0.775  0.31
11 H 0.876 -1.593 0.897  0.28
12 H 1.144 0.700 1.584  0.29
13 H 2.623 -0.336 -0.872  0.26
14 H 2.114 1.457 -0.850  0.26

No. 3
Below is the molecule C5H7NO at a distorted geometry, with properties calculated with wB97M-V/def2-TZVPD.

Calculated values
Energy relative to the best compared isomer or geometry (same formula, charge and spin)   509.9 kJ/mol
E   -324.53025 Ha
Maximum force   1.207 eV/A
E_LUMO   1.1030 eV
HOMO energy   -8.9633 eV

Each line ends with the Mulliken charge.
Positions of all 14 atoms, in Å:
1 C 1.240 0.785 -1.346  -0.43
2 N 0.137 -0.026 -1.805  -0.51
3 C 0.200 0.121 -0.404  0.33
4 C 0.179 -1.024 0.636  -0.21
5 C -0.352 -0.109 1.773  -0.57
6 C -1.121 0.206 0.492  -0.27
7 O -1.227 -1.243 0.266  -0.48
8 H 2.171 0.315 -1.713  0.24
9 H 1.334 1.879 -1.337  0.21
10 H -0.644 0.246 -2.377  0.21
11 H 0.848 -1.884 0.716  0.48
12 H 0.250 0.675 2.242  0.27
13 H -0.950 -0.680 2.498  0.26
14 H -2.067 0.739 0.359  0.47

No. 4
Below is the molecule C5H7NO at a distorted geometry, with properties calculated with wB97M-V/def2-TZVPD.

Calculated values
Energy relative to the best compared isomer or geometry (same formula, charge and spin)   486.8 kJ/mol
E   -324.53907 Ha
SMILES   CCN=C=C1CO1
Maximum force   2.224 eV/A
E_LUMO   0.8344 eV
HOMO energy   -8.4950 eV

Each line ends with the Mulliken charge.
Positions of all 14 atoms, in Å:
1 C -1.247 -0.631 0.324  -1.04
2 C -1.608 0.552 -0.543  -0.32
3 N -0.450 1.343 -1.380  -0.61
4 C 0.603 0.807 -1.049  0.19
5 C 1.220 -0.056 -0.228  0.41
6 C 2.341 -0.043 0.668  -0.30
7 O 2.169 -1.030 -0.378  -0.41
8 H -2.339 -0.691 0.503  0.34
9 H -0.780 -0.491 1.308  0.34
10 H -0.931 -1.566 -0.157  0.36
11 H -2.059 1.319 0.098  0.30
12 H -2.300 0.216 -1.320  0.30
13 H 3.109 0.698 0.471  0.23
14 H 2.274 -0.428 1.682  0.21